Record 1
124
Properties=species:S:1:pos:R:3 method="wB97M-V/def2-TZVPD" total_charge=+1 mol_weight_g_mol=934.88 homo_lumo_gap_ev=7.50 homo_energy_ev=-11.64 e_tot_ev=-125339.2416
C -0.817 4.115 1.903
C -1.357 3.038 2.838
C -2.894 3.062 2.952
C -3.564 1.693 2.778
C -4.549 1.628 1.617
C -4.899 0.189 1.236
C -4.096 -0.417 0.070
C -2.786 0.286 -0.276
C -1.864 -0.632 -1.048
C -0.685 0.051 -1.784
C -0.443 1.525 -1.482
C 0.991 1.996 -1.810
C 1.770 2.618 -0.658
C 1.832 1.815 0.624
C 2.504 0.459 0.416
N 3.489 0.149 1.456
C 3.577 -0.584 2.604
N 2.622 -1.389 3.151
C 3.023 -1.985 4.445
Cl 2.042 -1.281 5.744
C 3.071 -3.529 4.416
C 2.439 -4.261 5.564
Cl 4.822 -3.948 4.372
P 1.105 -1.740 2.500
O 0.297 -0.570 2.144
O 0.561 -2.705 3.586
O 1.468 -2.647 1.248
N 4.765 -0.429 3.204
C 5.443 0.411 2.436
P 7.154 0.930 2.848
N 7.820 0.046 3.925
N 4.712 0.773 1.378
N 5.079 1.678 0.377
C 5.621 1.199 -0.653
S 6.299 0.624 -1.890
H -1.357 5.038 2.056
H -0.930 3.794 0.874
H 0.237 4.296 2.087
H -1.073 2.056 2.479
H -0.928 3.181 3.821
H -3.178 3.499 3.900
H -3.288 3.721 2.183
H -2.827 0.900 2.710
H -4.141 1.472 3.671
H -4.200 2.209 0.770
H -5.457 2.116 1.958
H -4.799 -0.423 2.125
H -5.950 0.155 0.969
H -4.703 -0.463 -0.827
H -3.851 -1.443 0.332
H -2.993 1.177 -0.854
H -2.294 0.580 0.644
H -2.462 -1.121 -1.810
H -1.501 -1.420 -0.395
H -0.863 -0.053 -2.842
H 0.231 -0.499 -1.567
H -1.112 2.102 -2.104
H -0.646 1.750 -0.443
H 1.563 1.186 -2.257
H 0.920 2.744 -2.589
H 2.796 2.757 -0.995
H 1.394 3.614 -0.457
H 0.864 1.691 1.087
H 2.427 2.388 1.329
H 1.773 -0.324 0.326
H 3.032 0.486 -0.528
H 4.014 -1.641 4.660
H 2.689 -3.880 3.471
H 2.786 -3.889 6.516
H 2.740 -5.299 5.500
H 1.362 -4.237 5.502
H -0.097 -3.325 3.201
H 0.790 -2.489 0.575
H 7.023 2.292 3.160
H 7.788 0.899 1.594
H 7.229 -0.690 4.285
O -2.890 0.877 -3.721
C -2.940 0.973 -4.914
O -2.147 0.236 -5.719
C -2.349 0.610 -7.099
C -3.730 1.256 -7.136
C -3.814 1.887 -5.747
H -1.555 1.304 -7.383
H -2.270 -0.284 -7.711
H -3.850 1.958 -7.957
H -4.499 0.490 -7.230
H -3.387 2.891 -5.719
H -4.824 1.902 -5.358
O -1.573 -4.117 3.042
C -1.926 -4.477 4.139
O -1.599 -3.775 5.225
C -1.971 -4.482 6.426
C -3.092 -5.420 5.981
C -2.677 -5.730 4.536
H -1.097 -5.022 6.794
H -2.277 -3.754 7.172
H -3.186 -6.298 6.614
H -4.045 -4.893 5.989
H -1.986 -6.572 4.481
H -3.510 -5.904 3.861
O -6.832 0.680 -5.379
C -7.147 0.998 -4.268
O -6.677 0.360 -3.178
C -7.289 0.883 -1.984
C -7.770 2.280 -2.362
C -8.100 2.103 -3.846
H -8.112 0.222 -1.705
H -6.550 0.882 -1.187
H -8.604 2.624 -1.754
H -6.953 2.994 -2.249
H -9.120 1.751 -4.006
H -7.929 2.996 -4.438
O 10.223 1.837 -7.172
C 9.786 1.082 -6.365
O 9.401 1.491 -5.121
C 9.010 0.369 -4.327
C 8.635 -0.728 -5.321
C 9.579 -0.419 -6.485
H 9.850 0.081 -3.691
H 8.181 0.682 -3.692
H 8.737 -1.731 -4.912
H 7.601 -0.598 -5.645
H 10.548 -0.906 -6.372
H 9.162 -0.665 -7.456



Record 2
119
Properties=species:S:1:pos:R:3 method="wB97M-V/def2-TZVPD" total_charge=-1 mol_weight_g_mol=938.82 homo_lumo_gap_ev=6.22 e_above_lowest_ev=1.096 homo_energy_ev=-4.25 e_tot_ev=-120147.1848
Y -0.137 -0.221 0.057
C -1.135 -2.858 3.925
C -1.277 -1.973 2.715
N -0.338 -1.862 1.850
N 0.786 -2.695 2.035
C 0.833 -3.621 1.133
S -0.296 -3.928 -0.121
S 2.351 -4.583 1.243
C 1.673 -6.259 1.148
C 0.999 -6.677 2.425
C -0.379 -6.556 2.578
C -0.985 -6.903 3.778
C -0.226 -7.379 4.837
C 1.149 -7.504 4.691
C 1.753 -7.152 3.495
C -2.597 -1.352 2.465
C -3.559 -1.362 3.484
C -4.893 -1.090 3.252
C -5.306 -0.850 1.943
C -4.388 -0.814 0.919
C -3.010 -0.992 1.150
O -2.183 -0.875 0.146
H -0.189 -3.386 3.909
H -1.955 -3.575 3.975
H -1.180 -2.241 4.826
H 2.530 -6.903 0.942
H 0.989 -6.303 0.301
H -0.965 -6.156 1.758
H -2.058 -6.791 3.883
H -0.703 -7.646 5.772
H 1.751 -7.871 5.514
H 2.831 -7.230 3.392
H -3.249 -1.605 4.491
H -5.602 -1.087 4.069
H -6.355 -0.678 1.727
H -4.690 -0.622 -0.104
C 3.499 -3.042 -3.535
N 3.781 -2.907 -2.121
C 5.190 -2.973 -1.774
C 5.164 -2.709 -0.286
N 4.009 -1.850 -0.168
C 3.624 -1.483 1.178
C 3.098 -2.128 -1.170
N 1.880 -1.721 -1.114
C 0.948 -1.865 -2.219
C 0.908 -0.622 -3.093
N 1.017 0.527 -2.205
C 1.711 1.538 -2.598
N 2.040 1.928 -3.874
C 1.502 1.466 -5.133
C 2.987 3.034 -3.866
C 2.826 3.551 -2.437
N 2.294 2.415 -1.688
C 3.241 1.751 -0.774
H 4.368 -3.514 -3.993
H 3.351 -2.082 -4.038
H 2.651 -3.690 -3.734
H 5.766 -2.199 -2.303
H 5.604 -3.949 -2.029
H 6.064 -2.208 0.073
H 5.023 -3.635 0.288
H 4.369 -0.794 1.586
H 3.560 -2.360 1.827
H 2.667 -0.978 1.190
H -0.050 -2.025 -1.790
H 1.081 -2.762 -2.813
H -0.039 -0.629 -3.647
H 1.718 -0.646 -3.823
H 0.502 1.060 -4.997
H 2.134 0.714 -5.614
H 1.416 2.322 -5.804
H 2.672 3.789 -4.589
H 4.002 2.713 -4.129
H 2.105 4.368 -2.429
H 3.748 3.905 -1.980
H 3.900 2.511 -0.357
H 3.841 0.988 -1.283
H 2.712 1.288 0.054
Cl 1.213 0.853 1.983
C -0.792 6.065 0.547
Si -0.248 4.288 0.995
C -0.434 4.067 2.875
C 1.631 4.383 0.733
Si -1.377 2.531 -0.083
Si -2.032 3.279 -2.180
C -2.660 1.770 -3.145
C -3.392 4.607 -2.267
C -0.708 4.047 -3.312
Si -3.501 2.937 0.860
C -3.703 2.258 2.620
C -3.936 4.779 1.068
C -4.967 2.209 -0.123
H 0.097 6.706 0.565
H -1.513 6.478 1.254
H -1.236 6.138 -0.449
H -0.928 4.937 3.320
H 0.559 3.966 3.322
H -0.993 3.172 3.144
H 1.978 5.134 1.455
H 1.894 4.741 -0.267
H 2.143 3.444 0.941
H -3.328 1.125 -2.568
H -1.794 1.157 -3.423
H -3.163 2.070 -4.070
H -4.302 4.415 -1.691
H -3.674 4.711 -3.322
H -2.989 5.569 -1.938
H 0.069 3.331 -3.586
H -0.230 4.934 -2.890
H -1.227 4.350 -4.230
H -3.170 2.873 3.349
H -3.366 1.225 2.729
H -4.770 2.287 2.872
H -3.526 5.155 2.011
H -5.027 4.863 1.127
H -3.590 5.433 0.267
H -4.767 1.903 -1.152
H -5.755 2.970 -0.149
H -5.358 1.344 0.417



Record 3
112
Properties=species:S:1:pos:R:3 method="wB97M-V/def2-TZVPD" mol_weight_g_mol=691.00 homo_lumo_gap_ev=9.32 homo_energy_ev=-8.90 e_tot_ev=-69582.5366
C 5.112 -1.598 -1.404
C 4.723 -1.300 -2.860
C 4.711 0.193 -3.243
C 5.871 1.055 -2.669
C 5.345 2.311 -1.954
C 4.973 2.092 -0.470
C 3.480 1.829 -0.297
C 3.011 1.807 1.166
C 1.705 0.996 1.245
C 1.063 1.048 2.627
C -0.371 0.501 2.720
C -1.361 1.016 1.644
C -1.946 -0.071 0.719
C -0.981 -0.696 -0.307
C -0.608 -2.143 -0.054
O 0.160 -2.340 1.126
C 0.237 -2.702 -1.210
F -0.338 -2.549 -2.411
F 0.443 -4.019 -1.021
F 1.456 -2.125 -1.227
C -2.815 -1.109 1.446
O -3.645 -1.599 0.419
C -4.055 -0.543 -0.454
C -4.046 -0.972 -1.900
C -5.381 -1.549 -2.384
C -5.193 -2.838 -3.220
C -4.578 -3.901 -2.322
C -5.340 -4.429 -1.304
C -4.776 -5.352 -0.461
C -3.471 -5.712 -0.649
C -2.719 -5.207 -1.666
C -3.277 -4.280 -2.518
C -3.125 0.638 -0.016
C -2.777 1.722 -1.024
C -3.985 2.430 -1.657
C -5.126 2.744 -0.693
S -4.538 4.046 0.447
H 6.103 -2.055 -1.403
H 5.213 -0.705 -0.796
H 4.464 -2.330 -0.931
H 5.307 -1.871 -3.577
H 3.700 -1.660 -2.991
H 4.793 0.233 -4.330
H 3.744 0.636 -3.020
H 6.438 1.418 -3.529
H 6.570 0.489 -2.057
H 4.454 2.653 -2.478
H 6.084 3.113 -2.014
H 5.496 1.222 -0.071
H 5.296 2.938 0.138
H 3.276 0.834 -0.700
H 2.848 2.538 -0.836
H 3.750 1.323 1.804
H 2.793 2.819 1.505
H 1.040 1.413 0.490
H 1.972 -0.020 0.938
H 1.131 2.064 3.014
H 1.692 0.443 3.287
H -0.373 -0.587 2.737
H -0.755 0.816 3.691
H -0.952 1.842 1.069
H -2.210 1.435 2.182
H -1.470 -0.677 -1.281
H -0.069 -0.115 -0.431
H -1.467 -2.809 0.026
H 0.669 -1.529 1.246
H -2.246 -1.887 1.944
H -3.411 -0.542 2.173
H -5.063 -0.308 -0.094
H -3.236 -1.695 -2.007
H -3.785 -0.151 -2.563
H -5.953 -0.806 -2.938
H -5.981 -1.801 -1.509
H -6.149 -3.158 -3.629
H -4.486 -2.581 -4.008
H -6.358 -4.085 -1.192
H -5.372 -5.756 0.343
H -3.039 -6.426 0.042
H -1.686 -5.480 -1.829
H -2.713 -3.831 -3.323
H -3.719 1.107 0.772
H -2.224 1.243 -1.837
H -2.123 2.465 -0.575
H -3.623 3.389 -2.036
H -4.409 1.908 -2.513
H -5.926 3.191 -1.276
H -5.496 1.874 -0.163
H -5.459 4.097 1.425
C -7.787 2.364 5.657
C -7.213 3.216 4.550
O -7.768 3.336 3.469
N -6.040 3.856 4.794
C -5.236 3.838 6.002
H -8.717 1.923 5.311
H -7.096 1.562 5.920
H -7.994 2.972 6.538
H -5.717 4.406 4.013
H -5.134 4.854 6.388
H -4.241 3.454 5.773
H -5.688 3.215 6.765
C 9.771 1.343 -0.366
C 9.233 -0.066 -0.280
O 8.062 -0.297 -0.027
N 10.105 -1.086 -0.499
C 11.520 -1.006 -0.810
H 8.960 2.038 -0.170
H 10.553 1.499 0.378
H 10.168 1.541 -1.362
H 9.682 -1.998 -0.427
H 11.710 -1.486 -1.772
H 12.094 -1.528 -0.042
H 11.855 0.024 -0.859



Record 4
131
Properties=species:S:1:pos:R:3 method="wB97M-V/def2-TZVPD" mol_weight_g_mol=996.03 homo_lumo_gap_ev=8.40 e_above_lowest_ev=0.000 homo_energy_ev=-8.02 e_tot_ev=-129222.2646
C 19.214 -12.949 25.845
C 17.848 -12.692 26.566
C 17.257 -14.036 26.980
S 17.970 -15.313 25.961
O 17.118 -15.603 24.844
O 18.525 -16.349 26.782
C 19.323 -14.330 25.278
H 20.093 -12.780 26.478
H 19.352 -12.217 25.042
H 17.237 -12.284 25.763
H 17.987 -11.987 27.373
H 16.170 -14.016 26.920
H 17.495 -14.255 28.022
H 19.279 -14.437 24.193
H 20.255 -14.895 25.407
C 16.411 -18.793 13.017
C 16.152 -17.637 12.070
C 15.975 -16.395 12.929
S 15.061 -16.931 14.392
O 13.716 -17.051 13.974
O 15.469 -16.078 15.455
C 15.798 -18.573 14.405
H 17.469 -19.036 13.060
H 15.914 -19.705 12.669
H 15.216 -17.717 11.512
H 16.918 -17.461 11.322
H 15.395 -15.566 12.531
H 16.968 -16.007 13.146
H 14.967 -19.220 14.676
H 16.558 -18.642 15.183
C 19.259 -19.739 23.214
O 18.555 -20.951 23.212
P 17.281 -21.285 24.052
O 16.140 -20.415 23.865
O 16.996 -22.713 23.560
C 16.423 -22.942 22.251
O 17.790 -21.569 25.490
C 18.306 -20.409 26.166
H 19.182 -19.261 22.240
H 20.310 -19.950 23.401
H 18.919 -19.050 23.984
H 16.903 -23.823 21.847
H 16.542 -22.084 21.576
H 15.336 -23.044 22.333
H 18.394 -20.694 27.211
H 17.643 -19.542 26.113
H 19.300 -20.127 25.818
C 19.639 -13.644 17.813
O 19.632 -14.548 16.698
P 20.385 -14.213 15.364
O 20.483 -12.805 15.065
O 21.801 -14.881 15.462
C 22.645 -14.770 16.640
O 19.715 -15.080 14.284
C 19.578 -16.472 14.357
H 18.626 -13.381 18.140
H 20.158 -12.729 17.532
H 20.047 -14.113 18.713
H 22.341 -13.931 17.276
H 23.660 -14.613 16.264
H 22.686 -15.673 17.257
H 18.759 -16.852 13.741
H 19.262 -16.853 15.333
H 20.459 -17.033 14.047
C 14.611 -17.381 24.862
O 13.616 -18.390 24.716
P 12.322 -17.925 23.992
O 11.878 -16.584 24.364
O 12.694 -18.011 22.450
C 11.681 -17.419 21.492
O 11.293 -19.044 24.228
C 11.388 -20.155 23.448
H 14.544 -17.073 25.902
H 14.547 -16.536 24.188
H 15.595 -17.832 24.758
H 11.980 -16.474 21.066
H 10.644 -17.380 21.859
H 11.543 -18.241 20.750
H 11.181 -21.088 23.965
H 12.376 -20.333 23.007
H 10.693 -19.992 22.630
N 16.197 -14.066 22.572
C 14.938 -13.634 22.746
C 15.046 -12.314 23.124
C 16.444 -12.042 23.383
C 17.116 -13.065 22.862
H 16.521 -14.936 22.142
H 14.124 -14.329 22.646
H 14.307 -11.574 23.394
H 16.806 -11.098 23.766
H 18.160 -13.264 22.699
N 16.179 -17.625 22.123
C 17.309 -16.904 21.963
C 17.384 -16.333 20.706
C 16.247 -16.860 19.983
C 15.570 -17.681 20.848
H 15.873 -18.107 22.942
H 17.956 -16.720 22.804
H 18.076 -15.536 20.491
H 15.987 -16.539 18.983
H 14.769 -18.397 20.802
N 12.843 -21.912 15.686
C 13.137 -22.330 16.957
C 13.176 -21.221 17.735
C 12.994 -20.086 16.874
C 12.836 -20.547 15.641
H 12.814 -22.559 14.931
H 13.221 -23.392 17.113
H 13.454 -21.178 18.777
H 12.948 -19.074 17.221
H 12.575 -20.066 14.713
N 18.387 -19.076 18.844
C 18.563 -20.427 18.821
C 19.691 -20.675 18.056
C 20.139 -19.416 17.528
C 19.340 -18.432 18.065
H 17.536 -18.681 19.220
H 17.857 -21.048 19.339
H 20.090 -21.654 17.860
H 20.952 -19.299 16.827
H 19.254 -17.374 17.884
N 22.046 -14.164 20.829
C 21.991 -15.343 20.163
C 21.142 -16.226 20.788
C 20.715 -15.516 21.985
C 21.308 -14.301 22.013
H 22.661 -13.407 20.628
H 22.523 -15.488 19.242
H 20.843 -17.199 20.451
H 19.914 -15.852 22.627
H 21.218 -13.557 22.785